The following is a quantum chemistry calculation of a gas-phase ion, CBrF2O2S (charge -1), from OMol25.

Calculated values
largest force on an atom = 1.213 eV Å⁻¹
lowest unoccupied orbital energy = 0.130 Eh
ΔE to the lowest compared entry with this formula, charge and spin = 7.2 kcal/mol
gap between HOMO and LUMO = 7.854 eV
multiplicity = 1
charge = -1
energy = -3360.53609 a.u.

Geometry as XYZ:
```
7
CBrF2O2S (the ωB97M-V functional and the def2-TZVPD basis)
F 2.719 0.008 0.725
Br 0.344 -1.363 -0.037
O -2.401 -0.175 1.395
C 2.034 0.038 -0.458
F 1.369 1.242 -0.391
O -2.707 -0.570 -0.986
S -1.908 0.055 0.050
```



The following is a quantum chemistry calculation of a molecular structure, C31H30N11PdS2, from OMol25.

Calculated values
largest force on an atom = 0.483 eV Å⁻¹
lowest unoccupied orbital energy = 0.067 Eh
ΔE to the lowest compared entry with this formula, charge and spin = 3.0 kcal/mol
gap between HOMO and LUMO = 5.773 eV
multiplicity = 1
charge = -1
energy = -2725.93181 a.u.

Geometry as XYZ:
```
75
C31H30N11PdS2 (the ωB97M-V functional and the def2-TZVPD basis)
H -6.634 1.998 3.973
H 0.262 3.117 -0.695
C -4.189 1.383 1.050
H -5.952 -0.292 3.410
C -0.847 1.430 3.236
N 2.276 5.790 0.567
C 1.812 3.846 1.949
N 2.309 2.659 1.312
H 6.756 7.604 3.196
H 0.269 -3.901 -1.050
C 5.520 5.911 3.689
H 1.727 -0.712 2.722
H 5.426 8.255 1.196
C -2.343 -1.080 0.326
C -5.948 1.836 3.150
H 2.698 0.656 4.575
N 2.581 5.033 1.643
C -5.451 2.920 2.433
C 5.157 7.399 1.802
C 0.974 1.929 4.733
H -5.002 -1.698 1.730
C 2.828 -4.820 -2.944
H 3.156 -1.259 -1.345
H 4.155 4.276 3.986
C 5.884 7.030 2.909
H -0.102 -6.506 -4.810
C 3.502 0.896 0.826
H 2.232 -6.890 -5.579
H 4.093 -5.793 -4.358
C 0.728 -6.038 -4.292
C 0.468 -5.217 -3.209
N 2.324 0.806 0.119
C 2.031 -6.253 -4.726
C 1.178 0.108 3.172
H -5.743 3.931 2.686
C 1.636 1.882 0.406
Pd 0.708 -1.512 0.193
H 0.795 4.021 1.613
H -0.877 3.022 4.666
C -5.573 0.543 2.831
H 3.645 -4.349 -2.416
S -1.364 -1.316 -1.072
C 3.512 2.030 1.575
C 3.069 -5.634 -4.041
C -4.576 2.673 1.384
H -0.553 -5.032 -2.891
C 1.513 -4.591 -2.511
N 1.206 -3.829 -1.401
N -3.601 -1.374 0.352
C 1.707 0.879 4.199
H 6.122 5.659 4.553
C 1.948 -2.753 -0.819
H 1.390 2.531 5.534
C -0.096 0.385 2.701
N -4.297 -1.012 1.530
H 4.235 2.438 2.264
H -1.837 1.626 2.846
H 1.807 3.719 3.031
H -3.516 1.216 0.220
C 4.428 5.134 3.383
H -0.051 1.364 -0.731
N 3.129 6.735 0.452
C 3.697 5.515 2.252
H 4.227 0.098 0.792
N -1.804 -0.401 1.491
N -0.576 -0.399 1.593
H -0.447 2.298 0.711
H 2.234 -1.822 -2.579
C -4.679 0.291 1.779
C -0.301 2.204 4.249
C 4.044 6.618 1.478
C 0.273 2.196 -0.107
S 2.535 -2.873 0.831
H -4.185 3.500 0.803
N 2.787 -2.096 -1.774
```



The following is a quantum chemistry calculation of 2 unconnected molecules or ions with the total composition C10H17NO, from OMol25.

Calculated values
largest force on an atom = 1.703 eV Å⁻¹
lowest unoccupied orbital energy = 0.014 Eh
ΔE to the lowest compared entry with this formula, charge and spin = 84.3 kcal/mol
gap between HOMO and LUMO = 9.732 eV
multiplicity = 1
charge = 0
energy = -521.06361 a.u.

Geometry as XYZ:
```
29
C10H17NO (the ωB97M-V functional and the def2-TZVPD basis)
H -0.882 -1.810 -0.875
C -3.865 2.707 0.252
H -2.299 -2.822 -0.801
H 1.296 -1.644 1.444
C 3.305 0.717 -0.812
H 2.792 1.273 -1.593
H -4.306 -1.568 0.637
H 5.310 -1.082 0.231
H -4.877 -0.257 -0.423
H -4.512 -1.832 -1.110
C -1.862 -1.907 -0.368
C -3.161 1.728 0.232
C 5.421 0.007 0.340
H -2.493 0.130 1.391
N 1.249 -0.274 0.033
H -4.506 3.569 0.315
C 4.635 0.783 -0.686
O 0.709 -0.903 1.176
H 6.507 0.244 0.282
H 5.090 0.254 1.369
H 3.082 -0.670 0.851
H -1.317 0.724 0.259
C -4.205 -1.106 -0.351
C -2.762 -0.686 -0.585
H 5.189 1.470 -1.311
H -1.716 -2.058 0.694
C -2.370 0.501 0.328
C 2.513 -0.146 0.087
H -2.664 -0.357 -1.627
```